Computed, not measured: a structure of composition C13H12BrNO2 in a non-equilibrium geometry, with ωB97M-V/def2-TZVPD.

Last column: Löwdin charge in e.
Positions of all 29 atoms, in Å:
Br 4.22 1.91 0.21  0.612
H 0.79 -2.50 -0.40  0.106
O -3.52 2.27 0.05  0.049
H 1.47 1.34 1.10  0.133
O -0.98 -1.51 1.52  0.205
H 3.15 -2.73 -1.12  0.132
H -5.28 0.46 -2.25  0.149
C -3.98 -0.02 -0.30  -0.101
C -4.46 2.05 -0.89  -0.141
C 2.88 -1.77 -0.64  0.004
H -4.81 3.08 -1.25  0.136
H -2.65 -0.17 2.15  0.108
H 5.12 -0.21 -1.82  0.082
C -0.36 -0.73 1.10  -0.385
C 1.78 0.34 0.72  -0.065
C 1.50 -1.85 -0.11  -0.017
C 3.02 0.23 0.31  -0.418
C 1.01 -0.85 0.39  -0.171
C -4.60 0.65 -1.29  -0.053
C 5.02 -0.82 -1.00  -0.101
N -1.12 0.62 1.06  0.050
C -2.37 0.74 1.63  -0.113
H -0.58 1.13 0.57  0.006
H -3.96 -0.96 -0.25  0.069
H 5.20 -1.61 -1.59  0.071
C 3.74 -0.78 -0.52  -0.359
H -2.53 1.54 2.47  0.148
C -3.32 0.87 0.32  -0.217
H 5.63 -0.70 -0.18  0.083

Output
**Net charge**: 0
**E_LUMO**: 0.020 hartree
**DFT total energy**: -89294.558 eV

Computed, not measured: a cluster of 2 separate species, CHClO3 in total in a non-equilibrium geometry, with ωB97M-V/def2-TZVPD.

Last column: Löwdin charge in e.
Positions of all 6 atoms, in Å:
O -2.27 0.08 0.68  0.199
O -1.88 -1.47 -1.00  0.196
C -2.12 -0.76 -0.11  -0.401
Cl 2.34 -0.33 -0.56  0.547
H 2.22 1.35 0.86  -0.025
O 1.72 1.13 0.13  -0.516

Output
**SMILES**: O=C=O.OCl
**Net charge**: 0
**E_LUMO**: -0.010 hartree
**DFT total energy**: -19716.843 eV
**ΔE to the lowest compared entry with this formula, charge and spin**: 3.4 kcal/mol

| no. | HOMO-LUMO gap (Eh) |
| --- | --- |
| 1 | 0.3135 |
| 2 | 0.3869 |